Record 1
ORCA calculation (wB97M-V/def2-TZVPD) on an isolated molecule of C4H3Br in a non-equilibrium geometry.

Last column: natural (NBO) charge in e.
Positions of all 8 atoms, in Å:
C: -1.09529 1.11252 0.23658  -0.338
C: -0.10996 2.06162 0.61312  0.042
C: -1.63880 0.02588 0.16018  -0.014
C: 1.10716 -0.79085 -0.36287  -0.839
Br: 1.63895 0.85111 0.45641  0.461
H: -2.52134 -0.67517 -0.04502  0.262
H: 1.65043 -0.90935 -1.34309  0.215
H: 0.96885 -1.67576 0.28469  0.211

Summary:
HOMO-LUMO gap (alpha / beta)	0.22056 / 0.22063	hartree
spin multiplicity	1
energy above the lowest of the compared OMol25 structures with the same formula, charge and spin	146.84	kcal per mole
E_tot	-74229.6236	eV

=====

Record 2
ORCA calculation (wB97M-V/def2-TZVPD) on C4H10N2O3 as an isolated structure in a non-equilibrium geometry.

Last column: natural (NBO) charge in e.
Positions of all 19 atoms, in Å:
C: -0.49376 -0.04741 0.96222  -0.204
C: 0.33051 -0.72200 -0.07406  -0.401
C: 0.81961 0.20681 -1.25674  -0.230
C: 0.31078 0.90551 1.80694  0.776
H: -0.79932 -1.80016 1.98468  0.319
H: -2.30464 -1.20925 1.45286  0.374
H: -1.01568 0.51566 0.36973  0.222
H: -0.05921 -1.56732 -0.54191  0.213
H: 1.40100 -1.10073 0.26523  0.217
H: 0.60978 1.06277 -0.88034  0.181
H: 1.86430 0.15232 -1.65181  0.179
H: 0.21412 -0.87621 -2.66146  0.274
H: -0.51217 1.70407 -3.52513  0.457
H: -0.71250 0.29401 3.03255  0.453
N: -1.20010 -1.08461 1.87133  -0.798
N: -0.02286 0.21310 -2.38557  -0.316
O: 0.48124 1.00412 -3.33640  -0.541
O: -0.08644 0.76829 3.11236  -0.633
O: 1.17534 1.58101 1.45552  -0.542

Summary:
HOMO-LUMO gap	0.36372	hartree
spin multiplicity	1
energy above the lowest of the compared OMol25 structures with the same formula, charge and spin	204.22	kcal per mole
E_tot	-13425.0004	eV